# 1
ORCA calculation (ωB97M-V/def2-TZVPD) on a cluster of 35 separate species, C7H80FN4O36 in total.

Properties
- total charge = +1
- E_LUMO (eV) = -2.9
- relative energy (zero: lowest compared OMol25 entry of this formula, charge and spin) (kcal/mol) = 0.0
- 2S+1 = 1

Last column: Löwdin charge in e.
Cartesian coordinates (Å):
1 C 0.60597 -3.41087 1.52383  0.0068
2 C 0.99146 -2.28847 0.54549  -0.3368
3 F 1.10553 -2.72943 -0.77349  -0.0217
4 C 0.07218 -1.06219 0.57380  -0.0355
5 N -1.34450 -1.35981 0.79935  0.0542
6 C -2.14691 -0.79019 1.72475  -0.3339
7 N -1.78457 0.11078 2.62587  0.2335
8 N -3.41448 -1.25440 1.62765  0.1786
9 C -3.36101 -2.12218 0.61875  -0.0640
10 N -2.14356 -2.21891 0.10999  0.0268
11 C -1.70249 -3.05627 -1.00345  0.0118
12 C -2.89706 -3.77061 -1.62333  -0.5070
13 O -3.65742 -3.22034 -2.35884  0.1619
14 O -3.06177 -5.08630 -1.34924  0.1369
15 H 1.44999 -3.63439 2.17241  0.0731
16 H 0.40763 -4.33627 0.97964  0.0865
17 H -0.24459 -3.11341 2.13610  0.0835
18 H 1.97235 -1.92505 0.83553  0.0962
19 H 0.43260 -0.39062 1.34845  0.1102
20 H 0.17824 -0.52705 -0.37192  0.1218
21 H -0.81835 0.26178 2.86538  0.1115
22 H -2.43993 0.74334 3.05121  0.1226
23 H -4.24036 -2.66693 0.31090  0.1498
24 H -1.00084 -3.80336 -0.62895  0.1167
25 H -1.17503 -2.45732 -1.74062  0.1468
26 H -2.48695 -5.34450 -0.61326  0.1321
27 O 0.21207 0.78232 -2.59453  -0.0519
28 H 0.13182 -0.11013 -2.94855  0.0475
29 H -0.37590 1.30926 -3.14988  0.0325
30 O 3.85063 -3.00141 1.89188  -0.0611
31 H 4.74122 -2.67408 1.72190  0.0385
32 H 3.60306 -3.41145 1.05877  0.0353
33 O 5.77568 -3.36707 -0.08096  -0.0614
34 H 6.66908 -3.03477 -0.25003  0.0152
35 H 5.53051 -3.77655 -0.92130  0.0039
36 O 2.80769 0.15157 1.21265  -0.0382
37 H 3.46386 -0.30237 1.75637  0.0504
38 H 3.32795 0.64940 0.57229  0.0482
39 O -6.58207 -3.36041 -3.70934  -0.0550
40 H -5.78938 -3.56268 -3.20012  -0.0044
41 H -7.23436 -3.10110 -3.04588  0.0233
42 O 1.60873 1.81076 -5.30133  -0.0497
43 H 1.10761 1.46715 -4.55463  -0.0125
44 H 1.89155 2.68531 -5.01544  0.0343
45 O -6.12986 -0.52903 0.38112  -0.0583
46 H -6.75211 -0.41078 1.10856  0.0149
47 H -5.32243 -0.83497 0.80956  -0.0272
48 O 0.13861 2.28366 0.97431  -0.0456
49 H 1.02083 2.64016 0.82096  0.0107
50 H -0.11558 1.89661 0.12783  0.0296
51 O -0.64381 -4.98771 -3.83514  -0.0355
52 H -1.03271 -4.36751 -4.46221  0.0492
53 H -1.39110 -5.34973 -3.34915  0.0102
54 O 3.15577 3.32653 0.69487  -0.0506
55 H 3.03436 3.36476 1.64976  0.0554
56 H 4.09784 3.13071 0.59005  0.0264
57 O -0.22500 4.21183 -1.29442  -0.0392
58 H 0.54707 4.02556 -0.74896  0.0224
59 H -0.88871 4.51451 -0.66493  0.0648
60 O 6.15914 4.05551 0.10230  -0.0644
61 H 6.56458 4.28670 -0.73975  0.0407
62 H 5.36106 4.59640 0.13215  -0.0273
63 O 4.56628 5.76775 1.52180  -0.0576
64 H 5.39024 5.66726 2.01226  0.0575
65 H 3.93901 6.08480 2.18459  0.0207
66 O 3.17273 7.77765 3.56924  -0.0484
67 H 2.65310 8.58693 3.59551  0.0458
68 H 3.74680 7.83816 4.33955  0.0454
69 O -1.02968 2.78836 3.97147  -0.0520
70 H -0.58873 3.05103 3.15393  0.0130
71 H -1.81076 3.35015 4.01356  0.0457
72 O -8.46706 -1.12654 -3.03507  -0.0715
73 H -7.57955 -0.78026 -3.17230  0.0377
74 H -8.74526 -1.44051 -3.90632  0.0272
75 O 4.22648 -2.72255 4.83329  -0.0506
76 H 3.82301 -3.22960 4.11926  0.0187
77 H 4.75317 -3.36729 5.32152  0.0201
78 O -4.58825 -5.61676 -5.04768  -0.0426
79 H -5.07106 -4.78973 -4.93356  0.0126
80 H -4.05519 -5.69388 -4.25180  0.0088
81 O 8.41213 -3.27221 -1.25790  -0.0456
82 H 9.29768 -2.92860 -1.41186  0.0542
83 H 8.15729 -3.67593 -2.09499  0.0466
84 O -10.99297 -1.77375 -4.24413  -0.0521
85 H -10.94116 -1.75971 -3.28224  0.0355
86 H -11.17263 -2.69351 -4.46488  0.0454
87 O 5.54930 -5.31542 -2.21858  -0.0466
88 H 5.14314 -5.81199 -2.93604  0.0543
89 H 6.05846 -5.96855 -1.72566  0.0581
90 O 4.69152 4.98211 -2.32425  -0.0560
91 H 4.27402 5.56301 -2.97481  0.0288
92 H 3.96303 4.71934 -1.75206  0.0150
93 O 1.74843 6.27150 -2.07173  -0.0478
94 H 2.22607 6.35717 -1.23980  0.0322
95 H 1.08941 5.57647 -1.91968  -0.0066
96 O -7.69842 1.91381 1.13451  -0.0449
97 H -6.82814 2.30403 1.00258  0.0600
98 H -7.90715 1.51019 0.28409  0.0565
99 O 5.99458 -3.63068 7.10856  -0.0524
100 H 5.50780 -2.80017 7.14841  0.0362
101 H 6.52964 -3.62380 7.91149  0.0328
102 O -7.72052 -0.15203 3.63258  -0.0539
103 H -7.92459 0.42597 2.89142  -0.0103
104 H -8.50153 -0.70600 3.73160  0.0454
105 O -5.10509 -5.41260 1.66360  -0.0409
106 H -4.65560 -5.12489 0.86477  -0.0073
107 H -5.92306 -4.90369 1.68249  0.0456
108 O -7.98144 3.74065 3.56263  -0.0591
109 H -8.33866 3.22494 2.83036  0.0008
110 H -7.43792 3.11549 4.05189  0.0271
111 O 3.05544 -0.05140 5.84690  -0.0703
112 H 2.93542 -0.12830 6.79756  0.0299
113 H 3.31716 -0.93575 5.55911  -0.0155
114 O 4.73793 5.17644 -5.24522  -0.0495
115 H 4.31425 4.63036 -5.91669  0.0543
116 H 5.30318 4.56754 -4.75680  0.0462
117 O -2.73931 1.50427 -2.32205  -0.0501
118 H -3.27603 1.16384 -1.60004  0.0358
119 H -2.45232 2.37606 -2.01693  0.0268
120 O 3.46816 7.66691 -6.41354  -0.0602
121 H 4.21235 8.26823 -6.32137  0.0343
122 H 3.81219 6.81706 -6.11532  -0.0162
123 O 9.02468 -3.58148 8.18700  -0.0574
124 H 9.91556 -3.24805 8.04432  0.0396
125 H 8.78925 -3.99371 7.34871  0.0314
126 O -3.08118 4.08433 -3.71298  -0.0595
127 H -3.17991 3.19570 -4.07191  0.0226
128 H -3.61952 4.63779 -4.28715  0.0436

# 2
ORCA calculation (ωB97M-V/def2-TZVPD) on a cluster of 2 separate species, C4H5F2N in total.

Properties
- SMILES = CC=C(F)F.C#N
- E_LUMO (eV) = 1.1
- relative energy (zero: lowest compared OMol25 entry of this formula, charge and spin) (kcal/mol) = 20.5
- 2S+1 = 1

Last column: Löwdin charge in e.
Cartesian coordinates (Å):
1 C 1.21866 1.35772 0.79580  -0.0870
2 C 1.23615 -0.02236 0.22565  -0.0862
3 C 0.43222 -0.44102 -0.72636  -0.4129
4 F 0.44254 -1.66338 -1.25812  0.0987
5 F -0.51187 0.28451 -1.32668  0.0954
6 H 1.63193 1.35088 1.79962  0.0714
7 H 0.20506 1.74866 0.82942  0.0766
8 H 1.82340 2.02672 0.18134  0.0791
9 H 1.96595 -0.72350 0.59548  0.1138
10 C -2.82143 -1.31965 -0.39739  -0.0817
11 N -2.38258 -1.28382 0.65120  0.0775
12 H -3.24004 -1.31476 -1.36996  0.0553

# 3
ORCA calculation (ωB97M-V/def2-TZVPD) on a structure of composition C42H35InN7O26S3.

Properties
- total charge = -3
- E_LUMO (eV) = 4.8
- 2S+1 = 1

Last column: Löwdin charge in e.
Cartesian coordinates (Å):
1 In 0.06453 -1.49684 -0.12592  1.1043
2 S 1.49368 -4.15365 1.78360  0.1732
3 O 1.74432 -5.11657 0.70747  -0.2159
4 O 0.05538 -3.83555 1.88954  -0.4060
5 O 2.21739 -4.71674 2.90605  -0.3520
6 O 2.12160 -2.88002 1.39025  -0.3596
7 S 3.60165 -3.11268 -1.61835  0.1196
8 O 3.12031 -4.46437 -1.31900  -0.1753
9 O 2.46652 -2.22087 -1.40258  -0.3536
10 O 4.59933 -2.97941 -0.62395  -0.2924
11 O 4.17111 -3.06597 -2.93136  -0.3618
12 S -1.31352 -3.99165 -2.16475  0.1031
13 O 0.05718 -3.63054 -1.97065  -0.3562
14 O -1.69787 -4.11191 -3.57584  -0.4051
15 O -1.33061 -5.22540 -1.36313  -0.3487
16 O -2.01957 -3.00444 -1.39711  -0.4513
17 C 2.69103 0.98520 -7.41796  -0.1152
18 C 2.87062 -0.10634 -6.60090  -0.0755
19 C 2.20799 -0.05932 -5.40658  0.0167
20 C 1.27000 0.95076 -5.04259  -0.0578
21 C 1.17028 2.04277 -5.89659  -0.0342
22 C 1.88874 2.07130 -7.07898  -0.0987
23 N 0.51533 0.97334 -3.69395  -0.2933
24 O 0.69054 0.06116 -2.94680  0.1201
25 O -0.14033 1.98827 -3.42313  0.0210
26 H 3.07138 1.06845 -8.42533  0.0899
27 H 3.61253 -0.82895 -6.90718  0.1116
28 H 2.41211 -0.87966 -4.73444  0.1296
29 H 0.70100 2.91502 -5.46606  0.1050
30 H 1.95260 2.95409 -7.69786  0.0907
31 C -1.42447 3.12767 5.55960  -0.1143
32 C -1.80139 1.79176 5.50196  -0.0766
33 C -2.11215 1.24400 4.27447  -0.0042
34 C -2.11580 1.99748 3.08730  -0.0998
35 C -1.78181 3.33184 3.23269  -0.0012
36 C -1.44174 3.90020 4.46473  -0.0901
37 N -2.30970 1.42033 1.71926  -0.2296
38 O -2.24836 0.18005 1.58393  0.0242
39 O -2.47602 2.22962 0.75545  0.0200
40 H -1.27439 3.61583 6.51121  0.1001
41 H -2.04456 1.26390 6.41225  0.1065
42 H -2.48211 0.24027 4.12595  0.1129
43 H -1.88123 3.98055 2.37497  0.1099
44 H -1.21616 4.94293 4.63269  0.1017
45 C 0.36783 -2.67267 7.50832  -0.1062
46 C 0.57308 -1.29302 7.74575  -0.0896
47 C 0.64122 -0.43002 6.62995  -0.0413
48 C 0.59901 -0.93484 5.31839  -0.1047
49 C 0.22772 -2.26132 5.17863  0.0243
50 C 0.16136 -3.20019 6.22922  -0.0338
51 N 0.81416 -0.03269 4.10928  -0.2852
52 O 0.40521 -0.47140 2.99325  0.0435
53 O 1.43603 0.99801 4.29085  0.0610
54 H 0.41770 -3.36537 8.33540  0.0825
55 H 0.65984 -0.97738 8.77494  0.0819
56 H 0.76106 0.62799 6.81063  0.0958
57 H 0.24063 -2.76311 4.22237  0.1037
58 H 0.11774 -4.25904 6.02105  0.1137
59 C -5.96705 -5.93692 1.27063  -0.1001
60 C -4.93217 -5.54145 0.41818  -0.0109
61 C -4.19253 -4.38879 0.80729  0.0299
62 C -4.34726 -3.77141 1.99890  -0.1233
63 C -5.31308 -4.25433 2.91863  -0.0216
64 C -6.06999 -5.32049 2.51529  -0.1386
65 N -3.45593 -2.62184 2.25157  -0.3316
66 O -2.46905 -2.43866 1.56030  0.0686
67 O -3.88134 -1.93584 3.12988  0.0471
68 H -6.60646 -6.78599 1.07918  0.0843
69 H -4.58713 -5.98230 -0.50539  0.1123
70 H -3.38786 -4.10272 0.14618  0.0993
71 H -5.65083 -3.83304 3.85396  0.1017
72 H -6.89184 -5.70704 3.09971  0.0852
73 C 1.05325 5.89712 -1.74559  -0.1159
74 C 2.27875 5.56027 -1.16097  -0.0626
75 C 2.34648 4.34831 -0.41146  0.0075
76 C 1.21304 3.54883 -0.28101  -0.1592
77 C 0.12366 3.85190 -0.99670  -0.0286
78 C -0.01300 4.99565 -1.80257  -0.0580
79 N 1.33109 2.39299 0.58544  -0.3246
80 O 0.72599 1.40716 0.17662  0.0078
81 O 1.89496 2.47480 1.63721  0.1111
82 H 0.96054 6.75549 -2.39443  0.0832
83 H 3.04799 6.30829 -1.28403  0.0883
84 H 3.27778 4.04803 0.04562  0.1024
85 H -0.61683 3.10322 -1.23660  0.1038
86 H -0.83617 5.05105 -2.49950  0.1024
87 C -6.46653 2.45761 -0.57118  -0.0725
88 C -5.92745 1.31298 0.07617  -0.0783
89 C -4.74765 0.70413 -0.32568  0.0068
90 C -4.14109 1.16664 -1.51247  -0.1504
91 C -4.58843 2.29446 -2.16790  -0.0209
92 C -5.67794 2.99208 -1.63760  -0.0848
93 N -2.93550 0.51876 -2.00898  -0.2808
94 O -2.04653 0.29685 -1.17777  0.0047
95 O -2.94625 0.29668 -3.24130  0.0746
96 H -7.40856 2.92239 -0.32028  0.0815
97 H -6.48846 0.90787 0.90536  0.0952
98 H -4.32334 -0.06583 0.30164  0.1150
99 H -3.98205 2.60866 -3.00455  0.1170
100 H -6.02388 3.81444 -2.24625  0.0829
101 C 8.28321 0.61617 -4.15261  -0.1168
102 C 8.30116 1.46552 -3.04592  -0.0998
103 C 7.11278 1.73660 -2.33393  0.0080
104 C 5.92348 0.93553 -2.60890  -0.0584
105 C 5.97494 0.01692 -3.73161  0.0466
106 C 7.15979 -0.09440 -4.46163  -0.0885
107 N 4.62547 1.25965 -1.99337  -0.3349
108 O 4.47781 2.32026 -1.38616  0.0340
109 O 3.71878 0.46849 -2.05102  0.1341
110 H 9.23048 0.44749 -4.64315  0.0933
111 H 9.19201 2.04794 -2.86265  0.0874
112 H 7.21738 2.50222 -1.57942  0.0987
113 H 5.19500 -0.70940 -3.90637  0.1050
114 H 7.17792 -0.72391 -5.33901  0.1037

# 4
ORCA calculation (ωB97M-V/def2-TZVPD) on a structure of composition H3N3OS3.

Properties
- E_LUMO (eV) = 0.0
- relative energy (zero: lowest compared OMol25 entry of this formula, charge and spin) (kcal/mol) = 10.9
- 2S+1 = 1

Last column: Löwdin charge in e.
Cartesian coordinates (Å):
1 N 0.05462 1.37641 -0.16719  -0.7741
2 N -2.02595 -0.18661 -0.16565  -0.7365
3 N 0.37596 -1.32620 0.48280  -0.6031
4 O 2.33292 0.53814 0.31290  -0.3722
5 S -1.58870 1.50317 0.09598  0.6714
6 S -1.21196 -1.39747 0.85332  0.7035
7 S 0.89993 0.58678 0.91527  0.8706
8 H -1.97583 -0.31015 -1.25438  0.0554
9 H 0.75794 -1.68671 -0.39152  0.0246
10 H 2.38106 0.90264 -0.68154  0.1605

HOMO across the listed records, respectively: -12.078, -9.470, 1.270, -8.494 eV.
Largest force on an atom across the listed records, respectively: 1.48, 0.93, 5.43, 3.80 eV/A.
Kohn-Sham gap across the listed records, respectively: 0.335, 0.387, 0.131, 0.311 Ha.